Record 1
The following is a quantum chemistry calculation of C41H31AsIrN2OS5 as an isolated structure, from OMol25.

The geometry in XYZ format:
```
82
Properties=species:S:1:pos:R:3:lowdin_spin:R:1
Ir 0.1466 0.1638 -0.6407 0.001
S 0.2743 1.2343 -2.9426 0.495
C -0.8683 2.5292 -2.7383 0.055
C -1.6528 2.9242 -3.8264 0.056
C -2.5719 3.9446 -3.6783 -0.005
C -2.7034 4.6021 -2.4632 0.067
C -1.9089 4.2349 -1.3857 0.002
C -0.9814 3.2132 -1.5104 0.049
As 0.1460 2.6105 -0.0627 -0.005
C 1.9449 3.1447 -0.5769 -0.007
C 2.2519 3.8015 -1.7641 0.003
C 3.5769 4.0272 -2.1034 0.003
C 4.5936 3.6083 -1.2604 -0.005
C 4.2927 2.9712 -0.0647 0.004
C 2.9729 2.7272 0.2679 -0.006
C -0.3281 3.7885 1.4218 0.002
C -1.4458 3.4731 2.1897 0.000
C -1.8297 4.3097 3.2238 0.000
C -1.0956 5.4530 3.4996 0.000
C 0.0121 5.7708 2.7297 0.000
C 0.4050 4.9389 1.6932 0.001
H -1.5364 2.4189 -4.7737 0.002
H -3.1945 4.2363 -4.5094 -0.001
H -3.4115 5.4089 -2.3607 0.003
H -2.0244 4.7456 -0.4372 -0.001
H 1.4629 4.1377 -2.4276 0.000
H 3.8192 4.5245 -3.0318 0.000
H 5.6240 3.7727 -1.5346 0.000
H 5.0863 2.6580 0.5979 0.000
H 2.7200 2.2041 1.1867 0.000
H -2.0126 2.5742 1.9605 0.000
H -2.6951 4.0663 3.8203 0.000
H -1.3858 6.0956 4.3166 0.000
H 0.5761 6.6661 2.9408 0.000
H 1.2706 5.1908 1.0900 0.000
S 3.6802 -2.7481 4.2376 -0.001
C 2.8470 -1.8291 2.9520 -0.007
C 1.8391 -0.9110 3.2270 0.003
C 1.3030 -0.1902 2.1804 0.000
N 1.6927 -0.3477 0.9110 0.017
C 2.6684 -1.2214 0.6529 -0.002
C 3.2719 -1.9783 1.6377 0.001
C 2.3779 -3.9276 4.6335 -0.001
C 2.5594 -5.2201 4.1654 0.000
C 1.6062 -6.1700 4.5170 0.000
N 0.5702 -5.8645 5.2596 0.000
C 0.3877 -4.6420 5.7040 0.000
C 1.2779 -3.6136 5.4131 0.000
H 1.4951 -0.7424 4.2332 0.000
H 0.5417 0.5617 2.3616 0.001
H 2.9820 -1.3095 -0.3774 0.000
H 4.0579 -2.6714 1.3910 0.000
H 3.4185 -5.4850 3.5677 0.000
H 1.6980 -7.1991 4.1986 0.000
H -0.4790 -4.4771 6.3272 0.000
H 1.1211 -2.6248 5.8132 0.000
O -1.5473 -0.9333 -0.9553 0.078
C -1.7787 -1.9926 -1.8005 -0.002
C -2.0239 -1.4718 -3.2003 0.087
C -1.0943 -1.1074 -4.1425 0.074
C -1.6865 -0.5034 -5.2763 0.002
C -3.0400 -0.4264 -5.1866 0.024
S -3.6253 -1.0723 -3.7030 0.031
C -2.9889 -2.7463 -1.2931 -0.001
C -3.8272 -2.3873 -0.2748 0.000
C -4.8589 -3.3187 -0.0699 0.000
C -4.7884 -4.3811 -0.9348 0.000
S -3.4598 -4.2717 -1.9973 -0.001
C -0.6378 -2.9922 -1.7834 -0.004
C -0.2359 -3.9085 -2.7101 0.002
C 0.8147 -4.7259 -2.2387 -0.004
C 1.1996 -4.4079 -0.9749 0.000
S 0.2643 -3.1267 -0.3070 -0.011
H -0.0411 -1.3074 -4.0580 0.000
H -1.1172 -0.1474 -6.1144 0.000
H -3.7398 -0.0290 -5.8965 0.001
H -3.7164 -1.4761 0.2822 0.000
H -5.6233 -3.2169 0.6800 0.000
H -5.4537 -5.2208 -1.0033 0.000
H -0.6577 -3.9999 -3.6945 0.001
H 1.2519 -5.5209 -2.8156 0.000
H 1.9653 -4.8672 -0.3839 0.000
```

Calculated values
multiplicity: 2
⟨S²⟩: 1.094
net charge: +2
LUMO (alpha / beta): -7.75 / -8.61 eV
highest occupied orbital energy (alpha / beta): -12.667 / -12.659 eV



Record 2
The following is a quantum chemistry calculation of C26H25N8O4SSbSe4Tc as an isolated structure, from OMol25.

The geometry in XYZ format:
```
70
Properties=species:S:1:pos:R:3:lowdin_spin:R:1
Tc -1.5817 0.2227 0.6891 0.924
Se -3.9619 2.9870 4.5849 0.010
Sb -3.9426 0.8382 3.4482 0.003
Se -1.6338 -0.2016 2.9042 -0.171
Se -3.7462 0.8028 0.8674 0.200
Se -5.6105 -0.6555 4.3402 -0.013
N 6.9039 -1.6075 2.7199 0.000
C 5.6662 -1.2781 2.1765 0.000
C 4.6168 -0.8787 3.0041 0.000
C 3.4265 -0.4350 2.4556 0.000
C 3.2681 -0.4038 1.0836 0.000
C 4.2963 -0.8099 0.2543 0.000
C 5.4872 -1.2558 0.7923 0.000
S 1.8463 0.4236 0.3697 0.000
O 1.9914 0.4357 -1.0658 0.000
O 1.8800 1.7388 0.9790 0.001
N 0.4986 -0.2858 0.8819 0.016
C 0.6395 -1.5908 1.0740 0.004
N 1.6690 -2.2069 0.4742 0.000
C 1.7551 -3.5073 0.6488 0.001
C 0.8597 -4.2331 1.4128 -0.002
C -0.1196 -3.4923 2.0551 -0.001
N -0.2056 -2.1959 1.9089 -0.016
H 6.8829 -1.8819 3.6898 0.000
H 7.4911 -2.1896 2.1425 0.000
H 4.7487 -0.8996 4.0782 0.000
H 2.6175 -0.1113 3.0943 0.000
H 4.1274 -0.7791 -0.8100 0.000
H 6.2917 -1.5736 0.1411 0.000
H 2.5956 -3.9839 0.1488 0.000
H 0.9273 -5.3035 1.5227 0.000
H -0.8644 -3.9286 2.7088 0.000
C -1.6692 -3.3443 -2.8117 0.000
C -2.8225 -2.5775 -2.8389 0.001
C -2.7873 -1.2666 -2.4260 -0.001
C -1.5910 -0.6968 -1.9656 0.002
C -0.4216 -1.4564 -1.9988 -0.001
C -0.4754 -2.7789 -2.3965 0.000
N -1.6486 0.5810 -1.4106 -0.020
C -2.1580 1.5141 -2.2621 0.000
C -1.9512 1.3828 -3.6544 -0.004
C -2.4280 2.3184 -4.5396 0.000
C -3.1467 3.4152 -4.0889 -0.005
C -3.3573 3.5653 -2.7270 0.001
C -2.8513 2.6572 -1.8225 -0.001
H -1.7111 -4.3899 -3.0810 0.000
H -3.7630 -3.0111 -3.1570 0.000
H -3.6982 -0.6759 -2.3849 0.000
H 0.5205 -1.0229 -1.6872 0.000
H 0.4292 -3.3775 -2.3624 0.000
H -1.3969 0.5271 -4.0199 0.000
H -2.2435 2.1837 -5.5999 0.000
H -3.5423 4.1393 -4.7874 0.000
H -3.9309 4.4072 -2.3637 0.000
H -3.0290 2.8126 -0.7627 0.005
C 0.2495 3.0432 -1.0992 0.001
C -0.1147 3.1370 0.3327 0.005
N -0.8782 2.3429 1.0666 0.000
C -0.9623 2.9347 2.3103 -0.004
C -0.2457 4.0794 2.3211 0.001
N 0.2684 4.2036 1.0619 0.001
H -0.5626 3.4130 -1.7305 0.000
H 0.4674 2.0175 -1.3871 0.000
H 1.1468 3.6313 -1.2926 0.000
H -1.5102 2.5233 3.1433 -0.004
H -0.0848 4.7900 3.1021 0.000
H 0.9059 4.9095 0.7351 0.000
O -2.8638 -3.6131 0.5645 0.033
N -2.9096 -2.4433 0.9258 0.019
O -2.0562 -1.6326 0.3178 0.018
```

Calculated values
multiplicity: 2
⟨S²⟩: 0.886
net charge: -2
LUMO (alpha / beta): 3.45 / 3.80 eV
highest occupied orbital energy (alpha / beta): -1.675 / -1.715 eV



Record 3
The following is a quantum chemistry calculation of C22H30Cl2N5O3SSbSe4V as an isolated structure, from OMol25.

The geometry in XYZ format:
```
69
Properties=species:S:1:pos:R:3:lowdin_spin:R:1
V -0.0009 1.0874 -0.0776 0.895
O 0.6128 5.0074 -2.1554 0.000
C -0.6716 5.3951 -2.2550 0.001
C -0.9368 6.6203 -2.8720 0.000
C -2.2350 7.0731 -3.0047 0.001
C -3.2976 6.3112 -2.5261 0.000
C -3.0361 5.0986 -1.9137 0.001
C -1.7353 4.6220 -1.7634 0.000
C -1.4807 3.3239 -1.0865 0.009
O -0.2257 2.9594 -0.9343 0.002
N -2.4719 2.6221 -0.6480 0.003
N -1.9637 1.4569 -0.0665 0.031
C -2.2142 1.3589 1.2628 0.039
C -1.6151 0.3438 2.0231 0.022
C -1.9334 0.0413 3.3761 0.014
C -1.3273 -1.0320 3.9654 0.009
C -0.4022 -1.8145 3.2404 0.024
C -0.0654 -1.4096 1.9702 0.001
N -0.5948 -0.3216 1.4012 0.016
H 0.5948 4.1238 -1.7022 0.000
H -0.0963 7.1932 -3.2429 0.000
H -2.4218 8.0250 -3.4886 0.000
H -4.3169 6.6600 -2.6334 0.000
H -3.8377 4.4795 -1.5332 0.000
H -2.8555 2.0961 1.7377 0.002
H -2.6693 0.6387 3.9000 0.000
H -1.5652 -1.2914 4.9912 0.000
H 0.0866 -2.6697 3.6842 0.002
H 0.6927 -1.9124 1.3843 0.000
Se 2.6168 -5.0545 -5.7952 0.000
Sb 3.4020 -3.9204 -3.8373 0.000
Se 0.3381 -0.9135 -1.4809 -0.041
Se 2.0675 0.6149 -1.4463 -0.034
Se 4.7391 -5.3700 -2.4410 0.000
Cl -3.2569 -4.4481 -2.3624 0.000
C -2.3436 -2.9944 -1.8833 0.000
Cl -3.1238 -2.1348 -0.5552 0.000
H -2.2887 -2.3297 -2.7358 0.000
H -1.3552 -3.3027 -1.5652 0.000
C 1.9312 1.1968 2.4254 -0.001
C 2.8707 1.9550 3.3915 0.000
N 2.6895 3.4072 3.2756 0.000
C 1.2691 3.7158 3.4223 0.000
C 0.4411 3.0730 2.2828 0.001
N 1.2923 2.1543 1.4902 0.000
C 2.3606 2.9711 0.8598 0.002
C 3.0971 3.8093 1.9294 0.001
H 1.1392 0.6929 2.9768 0.000
H 2.4605 0.4442 1.8466 0.000
H 3.9164 1.7239 3.1802 0.000
H 2.6725 1.6649 4.4258 0.000
H 1.1508 4.8024 3.4216 0.000
H 0.9399 3.3472 4.3970 0.000
H 0.0334 3.8170 1.5963 0.000
H -0.3893 2.4959 2.6851 0.001
H 1.8968 3.5951 0.0978 0.000
H 3.0397 2.2810 0.3652 0.000
H 2.8880 4.8759 1.8141 0.000
H 4.1773 3.6730 1.8425 0.000
C 4.1392 -4.0363 1.2818 0.000
S 3.4824 -2.4350 0.8156 0.000
C 4.8298 -2.0092 -0.2813 0.000
O 3.6183 -1.5590 2.0301 0.000
H 4.2088 -4.6539 0.3836 0.000
H 3.4461 -4.4751 1.9974 0.000
H 5.1164 -3.8890 1.7449 0.000
H 4.9292 -2.7957 -1.0325 0.000
H 5.7359 -1.9261 0.3219 0.000
H 4.5681 -1.0595 -0.7429 -0.001
```

Calculated values
multiplicity: 2
⟨S²⟩: 0.803
net charge: -2
LUMO (alpha / beta): 3.90 / 3.90 eV
highest occupied orbital energy (alpha / beta): -1.519 / -1.530 eV



Record 4
The following is a quantum chemistry calculation of a 2-piece molecular cluster, C2H2Cl3NO4 overall, from OMol25.

The geometry in XYZ format:
```
12
Properties=species:S:1:pos:R:3:nbo_charge:R:1
C -2.1174 -0.7827 0.1521 0.117
C -0.5991 -0.0792 0.0735 0.407
O 0.1324 -0.2794 1.0005 -0.372
O 4.0909 1.9022 -0.4180 -0.254
N 3.9345 1.2798 0.6392 0.505
O 4.6776 1.1435 1.6088 -0.250
Cl 0.1895 -1.2907 -1.5637 -0.270
Cl -0.8298 1.5927 -0.6693 -0.017
O -2.6693 -0.7485 -1.0675 -0.644
Cl -3.0104 0.0869 1.4375 0.040
H -1.8646 -1.7921 0.4924 0.221
H -1.9343 -1.0324 -1.6854 0.516
```

Calculated values
net charge: 0
LUMO (alpha / beta): -2.25 / -4.72 eV
highest occupied orbital energy (alpha / beta): -11.316 / -11.053 eV